Entry 1:
{
  "formula": "C27H30FN6O4PtS2Se",
  "method": "ωB97M-V/def2-TZVPD",
  "species": ["Pt", "Se", "S", "S", "F", "O", "O", "O", "O", "N", "N", "N", "N", "N", "N", "C", "C", "C", "C", "C", "C", "C", "C", "C", "C", "C", "C", "C", "C", "C", "C", "C", "C", "C", "C", "C", "C", "C", "C", "C", "C", "C", "H", "H", "H", "H", "H", "H", "H", "H", "H", "H", "H", "H", "H", "H", "H", "H", "H", "H", "H", "H", "H", "H", "H", "H", "H", "H", "H", "H", "H", "H"],
  "xyz": [[-0.24, 0.87, 0.87], [2.08, 0.35, 0.16], [-0.05, 3.04, 0.09], [0.63, 0.83, 3.02], [-5.49, -1.74, 2.33], [-4.60, 3.18, 0.43], [-5.78, -1.11, -0.38], [-1.40, 3.16, 2.91], [-2.10, 1.43, 1.61], [3.25, 2.53, -1.38], [-1.20, 0.48, -1.06], [-0.97, -1.08, 1.42], [-4.64, 1.76, 2.21], [-5.40, 1.08, 0.11], [3.17, 2.98, 0.73], [-0.03, -2.18, 1.13], [-1.94, -0.99, 5.54], [2.88, 2.90, 2.16], [-2.27, -1.95, 3.36], [-2.24, 2.42, 2.47], [-5.54, -0.26, 0.45], [-4.87, 2.10, 0.88], [3.05, 1.91, -2.68], [-2.58, -1.90, 4.72], [3.77, 4.05, 0.12], [-0.26, 0.19, -2.18], [-0.98, -0.12, 5.03], [-1.93, 1.69, -1.46], [-3.70, 2.61, 2.92], [-2.03, -0.77, -0.85], [-1.32, -1.08, 2.85], [-2.02, 4.09, -1.48], [2.83, 2.06, -0.19], [-3.56, 2.82, -2.82], [-3.08, 4.04, -2.37], [-4.85, 0.48, 2.66], [-5.32, -0.49, 1.87], [-2.98, 1.64, -2.37], [-1.43, 2.91, -1.02], [-0.65, -0.18, 3.68], [-2.22, -1.16, 0.60], [3.83, 3.76, -1.20], [0.27, -2.15, 0.08], [-3.02, -0.64, -1.28], [0.41, -0.63, -1.92], [0.33, 1.08, -2.38], [-3.53, 4.96, -2.71], [-3.35, 0.69, -2.73], [-2.79, -2.65, 2.73], [-0.84, -0.07, -3.07], [3.55, 3.59, 2.67], [-3.96, 3.65, 2.79], [-2.92, -0.49, 1.08], [-0.50, -3.14, 1.35], [4.24, 4.32, -2.03], [1.84, 3.18, 2.35], [-5.52, 1.31, -0.86], [-3.33, -2.57, 5.12], [-4.38, 2.77, -3.52], [-2.63, -2.17, 0.63], [-4.60, 0.29, 3.70], [3.06, 1.89, 2.51], [4.11, 4.90, 0.67], [-1.66, 5.04, -1.12], [-1.54, -1.57, -1.41], [0.85, -2.05, 1.76], [-3.75, 2.37, 3.98], [2.04, 2.11, -3.03], [-2.19, -0.94, 6.59], [-0.49, 0.60, 5.66], [3.76, 2.36, -3.38], [3.23, 0.84, -2.62]],
  "spin_multiplicity": 1,
  "homo_lumo_gap_ev": 7.1,
  "charge": 1,
  "lumo_ev": -3.4,
  "de_lowest_kcal_mol": 11.5,
  "energy_ha": -5093.2644
}

***

Entry 2:
{
  "formula": "C30H24GeN2PtS3Se2",
  "method": "ωB97M-V/def2-TZVPD",
  "species": ["Pt", "Se", "Se", "Ge", "S", "S", "S", "N", "N", "C", "C", "C", "C", "C", "C", "C", "C", "C", "C", "C", "C", "C", "C", "C", "C", "C", "C", "C", "C", "C", "C", "C", "C", "C", "C", "C", "C", "C", "C", "H", "H", "H", "H", "H", "H", "H", "H", "H", "H", "H", "H", "H", "H", "H", "H", "H", "H", "H", "H", "H", "H", "H", "H"],
  "xyz": [[2.02, -1.20, -0.64], [4.69, -1.15, -0.68], [2.31, 1.02, -3.21], [-1.01, 0.17, 0.20], [-0.89, -2.81, -0.57], [1.26, -4.46, 0.75], [-0.96, -5.63, -0.94], [1.64, -1.67, -2.62], [2.80, -0.70, 1.18], [0.89, 2.38, 0.25], [1.61, -3.46, -4.20], [2.19, -1.26, -4.90], [-1.84, 0.51, 4.90], [4.89, 0.16, 1.95], [-1.15, 1.57, 2.85], [-2.03, -0.68, 4.21], [-1.78, -0.74, 2.85], [2.01, -0.77, -3.59], [-3.55, 1.42, -0.32], [-4.92, -0.71, -1.41], [-3.58, -0.85, -1.04], [2.01, -2.58, -5.21], [0.98, 4.23, -1.29], [-1.33, 0.38, 2.14], [2.92, 0.34, 3.31], [-0.22, 1.86, -0.41], [4.29, 0.58, 3.11], [-2.87, 0.21, -0.50], [-0.12, 3.71, -1.96], [-0.71, 2.54, -1.52], [2.22, -0.30, 2.31], [1.44, -2.96, -2.94], [-5.57, 0.50, -1.24], [0.11, -1.45, 0.09], [1.49, 3.56, -0.19], [-0.11, -4.38, -0.18], [-4.88, 1.57, -0.69], [-1.40, 1.63, 4.22], [4.12, -0.51, 0.97], [-1.92, -1.68, 2.32], [-0.50, 4.21, -2.84], [0.24, -1.72, 1.14], [2.37, 3.93, 0.32], [-6.61, 0.61, -1.53], [-5.44, -1.55, -1.84], [2.41, 0.65, 4.21], [-5.37, 2.53, -0.54], [1.33, 1.86, 1.09], [-3.10, -1.81, -1.19], [1.46, 5.13, -1.65], [2.17, -2.93, -6.22], [2.49, -0.54, -5.65], [1.13, -3.60, -2.13], [-2.37, -1.57, 4.73], [5.93, 0.33, 1.74], [-1.55, 2.14, -2.07], [1.17, -0.50, 2.42], [-0.80, 2.45, 2.33], [-1.24, 2.56, 4.75], [-3.03, 2.27, 0.12], [4.87, 1.11, 3.86], [-2.03, 0.55, 5.97], [1.44, -4.52, -4.38]],
  "spin_multiplicity": 1,
  "homo_lumo_gap_ev": 5.6,
  "charge": -2,
  "lumo_ev": 4.3,
  "de_lowest_kcal_mol": 34.9,
  "energy_ha": -9460.8643
}

***

Entry 3:
{
  "formula": "C29H39IrN3O7P3S3Si",
  "method": "ωB97M-V/def2-TZVPD",
  "species": ["Ir", "S", "S", "S", "P", "P", "P", "Si", "O", "O", "O", "O", "O", "O", "O", "N", "N", "N", "C", "C", "C", "C", "C", "C", "C", "C", "C", "C", "C", "C", "C", "C", "C", "C", "C", "C", "C", "C", "C", "C", "C", "C", "C", "C", "C", "C", "C", "H", "H", "H", "H", "H", "H", "H", "H", "H", "H", "H", "H", "H", "H", "H", "H", "H", "H", "H", "H", "H", "H", "H", "H", "H", "H", "H", "H", "H", "H", "H", "H", "H", "H", "H", "H", "H", "H", "H"],
  "xyz": [[-0.82, 0.31, 1.15], [0.50, 3.39, -0.71], [1.26, 1.56, -0.18], [4.57, 1.15, 0.64], [3.29, 1.47, -0.80], [0.27, -2.91, 1.29], [1.24, -1.02, 3.76], [-3.31, -0.30, 3.08], [1.20, -3.83, 0.58], [0.67, -1.29, 5.26], [0.31, -0.03, 3.13], [2.71, -0.81, 3.84], [-1.83, 0.19, -1.10], [-1.11, -3.66, 1.62], [-0.06, -1.59, 0.65], [2.56, -3.07, 2.66], [-1.18, 2.26, 1.65], [-2.87, -0.12, 1.42], [3.44, 0.19, -2.09], [4.35, -0.58, -4.18], [-4.93, -0.95, 0.36], [3.55, 2.99, -1.74], [2.79, 3.24, -2.87], [-2.57, 1.06, 4.15], [0.38, 0.02, -3.98], [-3.85, -0.60, -2.14], [-0.25, -0.30, -2.78], [-5.15, -0.26, 3.52], [-5.15, -1.10, -2.03], [-1.28, 0.51, -2.33], [-1.70, 1.62, -3.04], [0.57, -3.79, 3.94], [1.11, -2.73, 2.97], [2.94, -1.09, -1.85], [4.71, 5.07, -2.04], [3.84, -1.84, -3.95], [-3.63, -0.43, 0.30], [-5.68, -1.27, -0.76], [-1.08, 1.91, -4.24], [3.14, -2.10, -2.78], [3.01, 4.40, -3.60], [-3.13, -0.27, -1.02], [3.97, 5.32, -3.18], [-2.64, -1.92, 3.74], [-0.04, 1.12, -4.71], [4.15, 0.43, -3.26], [4.50, 3.91, -1.31], [3.99, -2.64, -4.67], [-0.57, 2.49, 2.43], [-5.66, -1.20, 3.32], [4.13, 6.22, -3.75], [-5.37, -1.12, 1.33], [2.41, 4.60, -4.48], [-5.69, 0.53, 2.99], [0.06, -1.14, -2.17], [2.03, 2.54, -3.18], [-3.14, -2.79, 3.31], [-2.14, 2.46, 1.91], [-1.58, -1.97, 3.48], [4.90, -0.38, -5.09], [5.08, 3.69, -0.42], [5.45, 5.79, -1.71], [-2.92, 2.05, 3.85], [2.59, -3.38, 1.67], [-5.71, -1.35, -2.91], [2.90, -3.82, 3.26], [-0.44, -3.54, 4.25], [-1.39, 2.79, -4.80], [4.55, 1.42, -3.44], [-1.84, -3.02, 1.60], [-0.23, -0.96, 5.33], [0.45, 1.37, -5.65], [-6.68, -1.66, -0.64], [-1.48, 1.04, 4.10], [3.09, -2.18, 2.88], [-2.88, 0.91, 5.19], [-3.41, -0.48, -3.12], [1.20, -0.60, -4.33], [-0.90, 2.86, 0.86], [2.38, -1.29, -0.95], [-2.49, 2.24, -2.64], [2.74, -3.08, -2.57], [-5.23, -0.06, 4.59], [-2.72, -2.00, 4.83], [0.55, -4.77, 3.46], [1.20, -3.83, 4.83]],
  "spin_multiplicity": 2,
  "homo_lumo_gap_ev": [6.5, 6.5],
  "charge": -1,
  "lumo_ev": [2.4, 2.4],
  "de_lowest_kcal_mol": 44.8,
  "s2": 0.752,
  "energy_ha": -4432.2827
}

***

Entry 4:
{
  "formula": "C6H15NO3",
  "method": "ωB97M-V/def2-TZVPD",
  "species": ["O", "O", "O", "N", "C", "C", "C", "C", "C", "C", "H", "H", "H", "H", "H", "H", "H", "H", "H", "H", "H", "H", "H", "H", "H"],
  "xyz": [[0.18, -1.77, -0.45], [0.56, -0.76, 1.55], [-1.79, -0.46, 2.21], [0.77, 0.43, -1.87], [-2.93, -1.21, 0.23], [0.98, 1.84, 0.20], [2.63, 0.02, -0.35], [-2.23, -0.17, 1.06], [0.30, -0.59, 0.26], [1.17, 0.47, -0.45], [-0.87, -0.09, 0.26], [-3.86, -1.49, 0.73], [-3.17, -0.83, -0.77], [-0.38, -0.69, 2.08], [3.29, 0.74, -0.84], [1.64, 2.57, -0.26], [-2.58, 0.87, 0.90], [0.36, -1.52, -1.38], [-2.30, -2.09, 0.14], [1.21, 1.78, 1.26], [1.48, 0.84, -2.46], [2.92, -0.07, 0.70], [-0.09, 0.95, -2.02], [-0.05, 2.18, 0.08], [2.77, -0.95, -0.82]],
  "spin_multiplicity": 1,
  "homo_lumo_gap_ev": 10.4,
  "lumo_ev": 0.6,
  "de_lowest_kcal_mol": 45.5,
  "energy_ha": -518.0476
}

***

Copy entry 4 word for word.
{
  "formula": "C6H15NO3",
  "method": "ωB97M-V/def2-TZVPD",
  "species": ["O", "O", "O", "N", "C", "C", "C", "C", "C", "C", "H", "H", "H", "H", "H", "H", "H", "H", "H", "H", "H", "H", "H", "H", "H"],
  "xyz": [[0.18, -1.77, -0.45], [0.56, -0.76, 1.55], [-1.79, -0.46, 2.21], [0.77, 0.43, -1.87], [-2.93, -1.21, 0.23], [0.98, 1.84, 0.20], [2.63, 0.02, -0.35], [-2.23, -0.17, 1.06], [0.30, -0.59, 0.26], [1.17, 0.47, -0.45], [-0.87, -0.09, 0.26], [-3.86, -1.49, 0.73], [-3.17, -0.83, -0.77], [-0.38, -0.69, 2.08], [3.29, 0.74, -0.84], [1.64, 2.57, -0.26], [-2.58, 0.87, 0.90], [0.36, -1.52, -1.38], [-2.30, -2.09, 0.14], [1.21, 1.78, 1.26], [1.48, 0.84, -2.46], [2.92, -0.07, 0.70], [-0.09, 0.95, -2.02], [-0.05, 2.18, 0.08], [2.77, -0.95, -0.82]],
  "spin_multiplicity": 1,
  "homo_lumo_gap_ev": 10.4,
  "lumo_ev": 0.6,
  "de_lowest_kcal_mol": 45.5,
  "energy_ha": -518.0476
}